Entry 1:
The following is a DFT calculation (ωB97M-V with the def2-TZVPD basis set) of a 2-piece molecular cluster, C19H38NO4 overall in a non-equilibrium geometry.

Structure (XYZ):
```
62
Properties=species:S:1:pos:R:3:mulliken_charge:R:1
C 2.583 3.346 -0.184 -0.825
C 4.138 2.992 -0.495 -0.402
C 4.545 1.816 0.511 -0.613
C 5.620 0.767 -0.115 -0.665
C 5.075 -0.730 0.047 -0.436
O 4.535 -1.317 -1.161 -0.349
C 3.400 -0.617 -1.638 0.252
O 3.590 0.346 -2.432 -0.593
N 2.010 -0.943 -1.337 0.907
C 1.874 -1.942 -0.240 -0.705
C 0.567 -1.683 0.687 0.202
O 0.750 -2.302 1.996 -0.597
C 1.325 -1.411 -2.577 -1.301
C -0.271 -1.349 -2.511 -0.829
C -0.860 -0.011 -1.865 1.418
C -0.817 1.217 -2.931 -1.551
C -2.443 -0.291 -1.625 -0.771
C -2.770 -0.753 -0.124 0.027
C -4.331 -0.497 0.204 -0.977
C -4.699 0.537 1.143 0.530
C -4.347 2.052 0.790 -0.807
C -5.400 0.078 2.497 -1.026
H 2.518 3.935 0.801 0.297
H 2.127 3.951 -1.049 0.310
H 1.942 2.402 -0.094 0.032
H 4.792 3.932 -0.379 0.368
H 4.185 2.711 -1.597 0.202
H 3.635 1.240 0.898 0.233
H 5.006 2.320 1.436 0.463
H 5.885 0.994 -1.195 0.314
H 6.549 0.858 0.562 0.367
H 4.380 -0.767 0.950 0.260
H 5.984 -1.377 0.333 0.308
H 2.749 -1.986 0.481 0.314
H 1.750 -3.015 -0.649 0.178
H -0.383 -2.129 0.217 -0.065
H 0.387 -0.565 0.875 0.077
H 0.091 -1.951 2.630 0.356
H 1.649 -0.877 -3.529 0.480
H 1.601 -2.522 -2.742 0.326
H -0.664 -1.387 -3.593 0.406
H -0.667 -2.232 -1.916 0.366
H -0.336 0.335 -0.919 -0.303
H 0.241 1.513 -3.222 0.295
H -1.458 0.874 -3.820 0.345
H -1.382 2.114 -2.486 0.377
H -2.783 -1.127 -2.330 0.177
H -3.053 0.635 -1.880 0.363
H -2.134 -0.144 0.593 0.192
H -2.629 -1.883 0.035 0.248
H -5.142 -1.157 -0.274 0.278
H -3.880 2.117 -0.247 0.111
H -3.594 2.491 1.526 0.235
H -5.327 2.631 0.803 0.338
H -6.388 0.651 2.612 0.369
H -4.770 0.353 3.413 0.166
H -5.588 -1.045 2.509 0.275
C -3.846 -2.238 4.495 -0.870
O -2.893 -2.190 3.562 -0.745
H -3.619 -2.808 5.426 0.308
H -4.190 -1.267 4.923 0.155
H -4.822 -2.694 4.205 0.203
```

Calculated values
HOMO level	-2.49	eV
LUMO	2.60	eV
electronic energy	-29992.32987	eV
net charge	-1


Entry 2:
The following is a DFT calculation (ωB97M-V with the def2-TZVPD basis set) of C23H19BrCl2N3O3PdSSi as an isolated structure in a non-equilibrium geometry.

Structure (XYZ):
```
54
Properties=species:S:1:pos:R:3:mulliken_charge:R:1
Pd -0.531 0.626 0.451 0.357
C 4.742 0.751 -1.631 -1.067
Si 4.428 -1.088 -1.739 0.188
C 4.616 -1.621 -3.531 -1.067
C 5.739 -1.962 -0.716 -1.069
C 2.759 -1.730 -1.160 0.354
C 2.550 -3.108 -1.173 -0.246
C 1.339 -3.660 -0.775 -1.037
C 0.343 -2.795 -0.353 -0.115
N 0.520 -1.482 -0.329 -0.302
C 1.669 -0.959 -0.717 1.047
S 1.587 0.782 -0.586 -0.372
H 5.750 0.968 -1.996 0.339
H 4.661 1.107 -0.602 0.336
H 4.026 1.315 -2.230 0.312
H 5.607 -1.365 -3.916 0.312
H 3.871 -1.126 -4.159 0.335
H 4.482 -2.700 -3.638 0.327
H 6.743 -1.713 -1.071 0.314
H 5.627 -3.048 -0.764 0.316
H 5.669 -1.664 0.333 0.334
H 3.350 -3.767 -1.498 0.270
H 1.172 -4.728 -0.792 0.382
H -0.625 -3.152 -0.023 0.162
Cl -4.850 2.351 2.777 -0.229
C -3.520 3.308 2.205 0.340
C -3.617 4.697 2.257 -0.697
C -2.586 5.493 1.832 0.578
Cl -2.754 7.234 1.913 -0.299
C -1.410 4.923 1.303 0.431
C -0.296 5.655 0.844 -0.598
C 0.776 4.994 0.319 -0.986
C 0.753 3.594 0.235 0.008
N -0.262 2.880 0.665 -0.206
C -1.335 3.510 1.216 -0.141
C -2.378 2.645 1.721 0.286
O -2.204 1.402 1.721 -0.753
H -4.522 5.147 2.642 0.436
H -0.306 6.735 0.913 0.391
H 1.646 5.532 -0.034 0.381
H 1.586 3.061 -0.198 0.322
Br -4.515 -5.921 2.369 -0.236
C -4.664 -4.279 1.421 -0.034
C -5.865 -3.955 0.814 -0.131
N -6.027 -2.825 0.130 -0.657
C -4.985 -1.998 0.033 -0.113
C -3.750 -2.244 0.621 0.079
C -3.589 -3.415 1.343 -0.312
C -2.599 -1.262 0.489 0.871
O -2.617 -0.494 -0.497 -0.765
O -1.711 -1.329 1.375 -0.694
H -6.721 -4.616 0.886 0.357
H -5.127 -1.086 -0.533 0.466
H -2.645 -3.616 1.832 0.497
```

Calculated values
HOMO level (alpha / beta)	-4.68 / -4.68	eV
LUMO (alpha / beta)	1.72 / 1.71	eV
electronic energy	-152055.98859	eV
net charge	-1


Entry 3:
The following is a DFT calculation (ωB97M-V with the def2-TZVPD basis set) of a 2-piece molecular cluster, C5H14NO overall.

Structure (XYZ):
```
21
Properties=species:S:1:pos:R:3:mulliken_charge:R:1
C -0.835 -2.109 0.215 -0.729
O -0.718 -0.907 -0.392 -0.741
C 0.044 -2.235 1.465 -0.322
C 1.527 -2.145 1.144 -1.020
H -0.548 -2.960 -0.461 0.248
H -1.889 -2.338 0.532 0.208
H -0.156 -3.168 2.014 0.324
H -0.235 -1.421 2.142 0.257
H 2.144 -2.302 2.033 0.340
H 1.797 -1.167 0.743 0.166
H 1.803 -2.876 0.383 0.282
C -1.274 2.037 -0.730 -0.981
C 0.183 1.991 -1.121 0.102
N 0.950 3.074 -0.486 -0.655
H -1.777 2.999 -0.895 0.353
H -1.783 1.231 -1.257 0.278
H -1.361 1.776 0.326 0.229
H 0.528 1.009 -0.791 0.094
H 0.264 2.000 -2.221 0.148
H 1.940 2.991 -0.684 0.208
H 0.654 3.967 -0.865 0.212
```

Calculated values
HOMO level	-2.36	eV
LUMO	4.06	eV
electronic energy	-8949.14204	eV
net charge	-1


Entry 4:
The following is a DFT calculation (ωB97M-V with the def2-TZVPD basis set) of a 12-piece molecular cluster, C6H32O11 overall in a non-equilibrium geometry.

Structure (XYZ):
```
49
Properties=species:S:1:pos:R:3:mulliken_charge:R:1
C -2.602 -0.697 1.454 -0.483
C -1.622 -0.525 2.643 -0.979
C -0.205 -0.777 2.311 0.710
C 0.096 -1.951 1.823 -0.487
C 1.944 0.480 2.661 -1.373
C 0.690 0.181 2.921 0.278
H -3.499 -1.051 1.863 0.408
H -2.151 -1.222 0.520 0.024
H -2.757 0.351 1.240 -0.007
H -1.910 -1.351 3.320 0.328
H -1.781 0.440 3.200 0.338
H 1.107 -2.438 1.780 0.211
H -0.562 -2.757 1.519 0.312
H 2.649 1.136 3.311 0.358
H 2.521 -0.301 2.215 0.307
H 0.274 0.896 3.730 0.102
H 0.991 3.113 2.246 0.285
H -0.217 3.254 1.352 0.320
O 0.151 3.450 2.229 -0.639
H 1.340 -3.687 -1.885 0.334
H 1.509 -4.005 -0.315 0.285
O 0.795 -3.952 -1.045 -0.660
H 1.175 0.287 -3.172 0.274
H 1.352 0.181 -1.659 0.459
O 1.308 -0.362 -2.502 -0.882
H 0.192 2.057 -2.649 0.311
H 0.144 3.702 -2.372 0.292
O 0.760 2.956 -2.515 -0.657
H -0.149 -1.417 -2.122 0.335
H -0.837 -2.864 -1.783 0.259
O -0.898 -1.949 -2.115 -0.597
H -3.558 -0.096 -2.187 0.297
H -2.230 -0.907 -1.813 0.337
O -2.815 -0.071 -1.614 -0.620
H -1.932 0.783 -2.882 0.534
H -0.862 -0.018 -3.438 0.317
O -1.126 0.858 -3.488 -0.765
H 2.899 2.337 0.934 0.310
H 2.942 1.038 0.337 0.230
O 3.469 1.747 0.584 -0.659
H -3.010 1.837 -0.631 0.217
H -2.951 2.736 0.458 0.284
O -2.352 2.388 -0.197 -0.521
H 0.301 1.379 -0.311 0.059
H 0.711 -0.196 0.123 0.267
O 1.092 0.740 -0.267 -0.041
H 3.595 -2.567 -1.067 0.251
H 3.136 -1.223 -1.736 0.310
O 2.883 -1.944 -1.011 -0.575
```

Calculated values
HOMO level	-9.05	eV
LUMO	0.10	eV
electronic energy	-29260.25654	eV
SMILES string	C=CC(=C)CC.O.O.O.O.O.O.O.O.O.O.O


Entry 5:
The following is a DFT calculation (ωB97M-V with the def2-TZVPD basis set) of C2H8O2 as an isolated structure in a non-equilibrium geometry.

Structure (XYZ):
```
12
Properties=species:S:1:pos:R:3:mulliken_charge:R:1
O 1.927 -0.060 -0.530 -0.905
H 2.503 -0.681 -0.067 0.217
H 0.740 -0.511 -0.703 0.404
H 3.674 1.544 4.521 0.002
C -1.151 0.020 -1.229 -0.284
O -0.300 -0.979 -0.821 -0.541
C -2.509 -0.559 -1.182 -0.214
H -0.873 0.374 -2.228 0.359
H -1.055 0.777 -0.403 0.370
H -3.375 0.079 -1.332 0.288
H -2.561 -1.559 -0.820 0.304
H 2.981 1.556 4.794 -0.002
```

Calculated values
HOMO level	-7.98	eV
LUMO	-3.57	eV
electronic energy	-6292.03313	eV


Which value of electronic energy does entry 1 give?
-29992.32987 eV